Entry 1:
Formula: C2H6S2
Source: the Open Molecules 2025 dataset
Level of theory: the ωB97M-V functional and the def2-TZVPD basis

Results
HOMO in eV: -8.6
Kohn-Sham gap in Ha: 0.328
Maximum force in eV/A: 1.92
E_tot in hartree: -876.0715
Structure (SMILES): C=C.SS
Energy above the lowest of the compared OMol25 structures with the same formula, charge and spin in eV: 2.693

Each line ends with the Mulliken charge.
Geometry (Å):
S (1.22899, -1.50904, -1.54765)  -0.13
S (1.21005, -3.59720, -1.37966)  -0.17
H (-0.07058, -1.40683, -1.81754)  0.13
H (0.03911, -3.75665, -2.07605)  0.16
C (-0.27570, 1.67023, 0.47266)  -0.28
C (-0.35539, 1.73114, 1.82999)  -0.48
H (-0.62479, 2.51803, -0.12804)  0.25
H (-0.22055, 0.73192, -0.07469)  0.04
H (0.04633, 2.60325, 2.35883)  0.24
H (-0.97748, 1.01515, 2.36215)  0.24



Entry 2:
Formula: C2H6S2
Source: the Open Molecules 2025 dataset
Level of theory: the ωB97M-V functional and the def2-TZVPD basis

Results
HOMO (spin up / spin down) in eV: -8.2 / -8.0
Kohn-Sham gap (spin up / spin down) in Ha: 0.296 / 0.258
Maximum force in eV/A: 3.27
E_tot in hartree: -876.0696
Energy above the lowest of the compared OMol25 structures with the same formula, charge and spin in eV: 2.744

Each line ends with the Mulliken charge.
Geometry (Å):
C (-1.39146, -0.14300, -0.09372)  -0.66
C (-0.59620, 1.02277, 0.44582)  -0.85
S (2.57043, -1.30957, 0.16347)  -0.17
S (1.93138, 0.56627, -0.06621)  -0.14
H (-2.43226, 0.07775, 0.25558)  0.29
H (-1.20874, -0.26846, -1.25819)  0.24
H (-1.08398, -1.15725, 0.32537)  0.23
H (-0.04813, 1.01273, 1.30706)  0.57
H (-0.73974, 1.98906, 0.02277)  0.33
H (2.99869, -1.79029, -1.10195)  0.16



Question: Among the records above, which one has the highest maximum force?
Answer: number 2



Question: Look up the maximum force of the first one.
Answer: 1.92 eV/A



Question: Among the records above, which one has the lowest E_tot?
Answer: number 1



Please write out number 1 again, unchanged.
Formula: C2H6S2
Source: the Open Molecules 2025 dataset
Level of theory: the ωB97M-V functional and the def2-TZVPD basis

Results
HOMO in eV: -8.6
Kohn-Sham gap in Ha: 0.328
Maximum force in eV/A: 1.92
E_tot in hartree: -876.0715
Structure (SMILES): C=C.SS
Energy above the lowest of the compared OMol25 structures with the same formula, charge and spin in eV: 2.693

Each line ends with the Mulliken charge.
Geometry (Å):
S (1.22899, -1.50904, -1.54765)  -0.13
S (1.21005, -3.59720, -1.37966)  -0.17
H (-0.07058, -1.40683, -1.81754)  0.13
H (0.03911, -3.75665, -2.07605)  0.16
C (-0.27570, 1.67023, 0.47266)  -0.28
C (-0.35539, 1.73114, 1.82999)  -0.48
H (-0.62479, 2.51803, -0.12804)  0.25
H (-0.22055, 0.73192, -0.07469)  0.04
H (0.04633, 2.60325, 2.35883)  0.24
H (-0.97748, 1.01515, 2.36215)  0.24